20
Properties=species:S:1:pos:R:3 method="wB97M-V/def2-TZVPD" e_homo_ev=-14.84 total_energy_ev=-9379.8037 total_charge=+1
C -1.18 0.87 2.12
C -1.10 1.49 0.71
C -0.47 0.59 -0.32
N 1.06 0.44 -0.20
C 1.65 -0.56 -0.83
N 2.95 -0.42 -1.12
H -0.21 0.65 2.57
H -1.78 -0.05 2.03
H -1.73 1.54 2.77
H -0.53 2.44 0.81
H -2.07 1.79 0.32
H -0.54 1.00 -1.33
H -0.82 -0.44 -0.34
H 1.57 0.82 0.59
H 1.05 -1.41 -1.13
H 3.46 -0.99 -1.78
H 3.35 0.36 -0.64
H -1.80 -3.43 -1.21
H -1.11 -2.22 -1.85
O -1.76 -2.47 -1.17

50
Properties=species:S:1:pos:R:3 method="wB97M-V/def2-TZVPD" e_homo_ev=-7.57 total_energy_ev=-120127.6344 total_charge=-1
As 9.29 -31.80 0.26
F 10.33 -30.95 1.44
F 8.49 -30.23 -0.33
F 8.33 -32.68 -0.88
F 10.09 -33.33 0.72
F 8.01 -31.96 1.54
F 10.55 -31.58 -1.02
C 11.79 -27.31 0.11
C 13.06 -26.92 0.31
C 13.90 -27.36 1.33
C 13.36 -28.27 2.25
C 12.07 -28.73 2.08
C 11.28 -28.25 1.02
N 14.09 -28.77 3.42
O 15.32 -28.78 3.31
O 13.49 -28.97 4.47
H 11.15 -27.06 -0.73
H 13.47 -26.25 -0.44
H 14.95 -27.10 1.41
H 11.66 -29.41 2.81
H 10.31 -28.69 0.86
C 8.02 -28.13 3.02
C 7.17 -27.12 3.47
C 7.15 -26.85 4.85
C 8.05 -27.54 5.69
C 8.81 -28.63 5.22
C 8.79 -28.86 3.87
N 8.10 -27.19 7.12
O 8.48 -28.07 7.91
O 7.67 -26.06 7.45
H 7.93 -28.44 1.99
H 6.57 -26.56 2.77
H 6.50 -26.07 5.22
H 9.47 -29.12 5.92
H 9.39 -29.63 3.39
C 12.87 -33.04 -5.01
C 12.15 -34.27 -5.47
C 12.71 -35.51 -4.72
S 13.29 -34.83 -3.11
O 14.68 -35.23 -3.05
O 12.39 -35.17 -2.07
C 13.13 -33.08 -3.49
H 12.35 -32.13 -5.31
H 13.83 -33.07 -5.53
H 11.98 -34.24 -6.54
H 11.14 -34.24 -5.06
H 13.59 -35.87 -5.26
H 12.04 -36.32 -4.42
H 14.05 -32.60 -3.18
H 12.30 -32.71 -2.89

94
Properties=species:S:1:pos:R:3 method="wB97M-V/def2-TZVPD" e_homo_ev=-9.13 total_energy_ev=-140360.0474 total_charge=+1
Ba -0.80 -0.47 1.73
O 1.99 5.82 -2.06
C 1.29 4.82 -1.50
C 0.09 5.01 -0.81
C -0.53 3.91 -0.26
N -0.05 2.66 -0.34
C 1.07 2.52 -1.02
Br 1.68 0.75 -1.17
C 1.80 3.53 -1.62
H 1.54 6.66 -1.95
H -0.34 5.99 -0.71
H -1.46 4.02 0.28
H 2.71 3.35 -2.16
C 1.06 -1.83 6.66
C 2.37 -1.12 6.44
C 3.36 -1.22 7.42
C 4.57 -0.57 7.31
C 4.85 0.22 6.20
C 3.89 0.33 5.20
C 2.64 -0.32 5.31
Sb 1.45 0.13 3.57
C -0.59 -0.47 4.02
C -1.62 0.49 4.03
C -2.96 0.10 3.92
C -3.27 -1.25 3.74
C -2.26 -2.19 3.54
C -0.92 -1.81 3.66
C 0.20 -2.64 3.05
C 1.07 2.21 3.88
C 1.18 2.96 2.71
C 1.02 4.34 2.72
C 0.73 4.97 3.92
C 0.62 4.23 5.09
C 0.79 2.85 5.10
C 0.62 2.11 6.41
H 0.94 -2.08 7.72
H 1.01 -2.77 6.10
H 0.21 -1.21 6.37
H 3.15 -1.82 8.30
H 5.31 -0.66 8.10
H 5.79 0.73 6.10
H 4.11 0.94 4.33
H -1.37 1.54 4.14
H -3.74 0.84 4.00
H -4.31 -1.57 3.70
H -2.49 -3.22 3.31
H -0.15 -3.59 2.65
H 1.01 -2.85 3.74
H 0.66 -2.06 2.21
H 1.41 2.47 1.77
H 1.11 4.91 1.81
H 0.59 6.05 3.95
H 0.39 4.73 6.02
H 0.42 2.81 7.22
H 1.51 1.55 6.67
H -0.21 1.40 6.36
C -3.19 1.95 -3.75
N -2.33 1.75 -2.60
C -1.44 0.62 -2.82
C -3.02 1.70 -1.31
C -3.78 0.43 -1.03
C -5.03 0.27 -1.64
C -5.76 -0.90 -1.51
C -5.22 -1.95 -0.77
C -3.99 -1.77 -0.15
C -3.22 -0.60 -0.24
H -2.58 2.17 -4.62
H -3.85 2.80 -3.58
H -3.81 1.07 -3.99
H -0.72 0.87 -3.60
H -1.99 -0.28 -3.14
H -0.92 0.39 -1.89
H -3.69 2.56 -1.29
H -2.26 1.79 -0.53
H -5.45 1.10 -2.21
H -6.73 -1.01 -1.98
H -5.77 -2.88 -0.66
H -3.60 -2.62 0.44
N -1.36 -2.95 -1.57
C -0.26 -3.36 -0.92
N 0.59 -2.54 -0.35
C 1.65 -3.25 0.21
C 2.74 -2.69 0.88
C 3.67 -3.52 1.48
C 3.56 -4.91 1.39
C 2.51 -5.48 0.69
C 1.57 -4.64 0.11
S 0.13 -5.07 -0.79
H -1.65 -1.99 -1.42
H -2.08 -3.62 -1.78
H 2.84 -1.61 0.91
H 4.51 -3.09 2.01
H 4.30 -5.54 1.86
H 2.42 -6.56 0.61

Number 1: LUMO level -4.2 eV. Number 2: LUMO level 1.4 eV. Number 3: LUMO level -3.4 eV.